## a
{"formula": "C8H12", "method": "ωB97M-V/def2-TZVPD", "smiles": "C=C=C(C)CC.C#C", "lumo_energy_ev": 1.07, "gap_ev": 9.67, "homo_energy_ev": -8.60, "species": ["C", "C", "C", "C", "C", "C", "C", "C", "H", "H", "H", "H", "H", "H", "H", "H", "H", "H", "H", "H"], "coordinates": [[0.403, 2.009, 1.635], [0.103, 1.143, 0.756], [2.861, 0.254, -0.978], [1.963, -0.338, -1.499], [-0.431, -1.572, 1.599], [-1.060, 0.851, -1.527], [-0.712, -1.114, 0.098], [-0.468, 0.392, -0.167], [-0.317, 2.556, 2.208], [3.876, 0.609, -0.561], [1.334, 2.451, 1.764], [1.477, -1.085, -1.974], [0.615, -1.626, 2.010], [-0.717, -2.612, 1.701], [-1.013, -0.976, 2.258], [-2.086, 1.130, -1.330], [-1.151, 0.145, -2.365], [-0.510, 1.681, -1.950], [-0.014, -1.622, -0.575], [-1.671, -1.329, -0.321]]}

## b
{"formula": "C8H12", "method": "ωB97M-V/def2-TZVPD", "smiles": "C=C[C@@]1(C)[C@H]2C[C@]21C", "lumo_energy_ev": 1.05, "gap_ev": 9.24, "homo_energy_ev": -8.18, "species": ["C", "C", "C", "C", "C", "C", "C", "C", "H", "H", "H", "H", "H", "H", "H", "H", "H", "H", "H", "H"], "coordinates": [[-2.698, 1.020, 0.465], [-1.395, 1.143, 0.321], [1.258, 1.535, -0.692], [0.643, 0.406, -1.362], [-0.444, 0.023, 0.016], [1.088, 0.202, 0.077], [-0.925, -1.423, 0.022], [2.005, -0.758, 0.741], [-3.302, 1.895, 0.680], [-3.204, 0.123, 0.448], [-0.884, 2.128, 0.263], [2.275, 1.797, -1.081], [0.626, 2.436, -0.561], [0.816, -0.261, -2.093], [-0.359, -2.084, 0.573], [-1.054, -1.780, -0.967], [-1.883, -1.433, 0.451], [2.703, -0.213, 1.311], [2.543, -1.245, -0.062], [1.364, -1.394, 1.383]]}

## c
{"formula": "C8H12", "method": "ωB97M-V/def2-TZVPD", "smiles": "CC1CC=CC=CC1", "lumo_energy_ev": 1.01, "gap_ev": 9.35, "homo_energy_ev": -8.34, "species": ["C", "C", "C", "C", "C", "C", "C", "C", "H", "H", "H", "H", "H", "H", "H", "H", "H", "H", "H", "H"], "coordinates": [[-1.435, 0.007, 1.214], [-1.173, 0.074, -0.286], [-0.523, -1.226, -0.769], [0.803, -1.610, -0.213], [1.786, -0.813, 0.249], [1.892, 0.627, 0.237], [0.997, 1.540, -0.171], [-0.421, 1.361, -0.689], [-0.456, 0.022, 1.713], [-2.106, 0.849, 1.562], [-1.938, -0.967, 1.434], [-2.140, 0.104, -0.851], [-0.445, -1.256, -1.847], [-1.275, -2.000, -0.548], [1.004, -2.692, -0.110], [2.633, -1.352, 0.663], [2.876, 1.048, 0.552], [1.239, 2.604, -0.037], [-0.957, 2.251, -0.336], [-0.364, 1.426, -1.766]]}

## d
{"formula": "C8H12", "method": "ωB97M-V/def2-TZVPD", "smiles": "C=C/C=C(\\C)C(=C)C", "lumo_energy_ev": 0.57, "gap_ev": 8.53, "homo_energy_ev": -7.96, "species": ["C", "C", "C", "C", "C", "C", "C", "C", "H", "H", "H", "H", "H", "H", "H", "H", "H", "H", "H", "H"], "coordinates": [[2.098, 1.774, 0.636], [0.974, 1.207, -0.216], [0.792, 1.472, -1.525], [-1.123, -0.137, 0.032], [0.177, 0.104, 0.388], [0.876, -0.929, 1.257], [-2.563, -2.011, -0.809], [-1.690, -1.472, 0.033], [1.702, 1.780, 1.659], [2.229, 2.839, 0.459], [3.020, 1.201, 0.584], [-0.094, 1.048, -1.970], [1.528, 1.965, -2.143], [-1.580, 0.668, -0.533], [0.196, -1.168, 2.069], [1.185, -1.780, 0.643], [1.790, -0.484, 1.653], [-2.779, -1.646, -1.817], [-3.291, -2.791, -0.602], [-1.421, -2.110, 0.875]]}

Stability summary - winner: c; margin: 0.0583 hartree.

## a
{"formula": "C2H8N", "method": "ωB97M-V/def2-TZVPD", "charge": 1, "lumo_energy_ev": -10.19, "gap_ev": 6.13, "homo_energy_ev": -16.32, "species": ["C", "N", "C", "H", "H", "H", "H", "H", "H", "H", "H"], "coordinates": [[-2.339, 0.378, 0.044], [0.684, -0.612, -0.169], [1.874, 0.120, 0.150], [-2.617, -0.652, -0.207], [-2.681, 0.910, -0.808], [-1.314, 0.154, 0.397], [0.746, -0.861, -1.168], [-2.835, 0.706, 0.940], [1.606, 1.001, 0.788], [2.515, 0.535, -0.638], [2.576, -0.493, 0.707]]}

## b
{"formula": "C2H8N", "method": "ωB97M-V/def2-TZVPD", "charge": 1, "lumo_energy_ev": -8.95, "gap_ev": 7.54, "homo_energy_ev": -16.50, "species": ["C", "N", "C", "H", "H", "H", "H", "H", "H", "H", "H"], "coordinates": [[0.032, 1.327, -1.709], [-0.503, -0.318, 1.115], [0.322, -1.324, 1.467], [0.601, 1.114, -2.608], [-1.011, 1.547, -1.921], [0.489, 2.193, -1.227], [-1.376, -0.342, 1.686], [0.106, 0.498, -1.008], [-0.282, -1.682, 0.512], [1.386, -1.135, 1.291], [0.237, -1.879, 2.402]]}

Stability summary - winner: b; margin: 0.0299 hartree.

## a
{"formula": "C32H23NO7PReS", "method": "ωB97M-V/def2-TZVPD", "charge": 1, "lumo_energy_ev": [-5.26, -4.80], "gap_ev": [5.97, 6.67], "multiplicity": 2, "homo_energy_ev": [-11.23, -11.47], "species": ["Re", "O", "C", "O", "C", "C", "C", "C", "C", "C", "S", "H", "H", "H", "H", "O", "C", "C", "C", "C", "C", "C", "C", "O", "N", "O", "O", "H", "H", "H", "H", "O", "P", "C", "C", "C", "C", "C", "C", "C", "C", "C", "C", "C", "C", "C", "C", "C", "C", "C", "C", "H", "H", "H", "H", "H", "H", "H", "H", "H", "H", "H", "H", "H", "H", "H"], "coordinates": [[-1.723, -0.503, 0.846], [-4.659, 2.248, 0.564], [-4.325, 1.100, 0.546], [-3.042, 0.739, 0.403], [-5.308, -0.020, 0.662], [-6.620, 0.258, 0.294], [-7.613, -0.695, 0.432], [-7.311, -1.937, 0.975], [-6.016, -2.223, 1.360], [-4.998, -1.279, 1.187], [-3.417, -1.847, 1.710], [-6.842, 1.243, -0.091], [-8.627, -0.461, 0.138], [-8.086, -2.679, 1.113], [-5.762, -3.180, 1.798], [-0.234, -0.766, 2.279], [0.759, -1.521, 2.369], [1.025, -2.645, 1.559], [2.129, -3.471, 1.827], [2.313, -4.608, 1.096], [1.404, -4.980, 0.090], [0.337, -4.179, -0.201], [0.124, -2.971, 0.503], [-0.879, -2.220, 0.175], [3.465, -5.470, 1.375], [3.538, -6.515, 0.761], [4.271, -5.074, 2.194], [1.459, -1.311, 3.183], [2.825, -3.223, 2.618], [1.572, -5.907, -0.439], [-0.376, -4.440, -0.972], [-0.437, 1.061, 0.092], [0.886, 1.540, -0.499], [1.959, 2.093, 0.838], [3.088, 2.866, 0.574], [3.854, 3.341, 1.625], [3.493, 3.055, 2.935], [2.367, 2.288, 3.198], [1.595, 1.808, 2.152], [0.564, 2.953, -1.555], [-0.505, 3.782, -1.222], [-0.754, 4.910, -1.986], [0.063, 5.206, -3.070], [1.134, 4.384, -3.393], [1.389, 3.252, -2.636], [1.689, 0.252, -1.470], [0.908, -0.456, -2.383], [1.481, -1.466, -3.135], [2.825, -1.778, -2.970], [3.602, -1.076, -2.061], [3.037, -0.053, -1.314], [3.359, 3.104, -0.448], [4.728, 3.946, 1.424], [4.085, 3.443, 3.753], [2.082, 2.074, 4.220], [0.704, 1.226, 2.346], [-1.135, 3.534, -0.377], [-1.583, 5.557, -1.734], [-0.143, 6.081, -3.673], [1.768, 4.625, -4.235], [2.217, 2.600, -2.890], [-0.141, -0.211, -2.507], [0.882, -2.012, -3.851], [3.270, -2.571, -3.557], [4.647, -1.324, -1.936], [3.641, 0.506, -0.608]]}

## b
{"formula": "C32H23NO7PReS", "method": "ωB97M-V/def2-TZVPD", "charge": 1, "lumo_energy_ev": [-4.20, -4.09], "gap_ev": [6.56, 6.91], "multiplicity": 2, "homo_energy_ev": [-10.76, -10.99], "species": ["Re", "O", "C", "O", "C", "C", "C", "C", "C", "C", "S", "H", "H", "H", "H", "O", "C", "C", "C", "C", "C", "C", "C", "O", "N", "O", "O", "H", "H", "H", "H", "O", "P", "C", "C", "C", "C", "C", "C", "C", "C", "C", "C", "C", "C", "C", "C", "C", "C", "C", "C", "H", "H", "H", "H", "H", "H", "H", "H", "H", "H", "H", "H", "H", "H", "H"], "coordinates": [[1.513, -0.161, 0.182], [3.048, 2.812, -1.831], [2.184, 2.461, -1.078], [1.703, 1.188, -1.157], [1.534, 3.374, -0.101], [1.610, 4.734, -0.406], [1.012, 5.682, 0.401], [0.329, 5.277, 1.538], [0.252, 3.934, 1.857], [0.855, 2.975, 1.042], [0.622, 1.312, 1.599], [2.156, 5.022, -1.294], [1.084, 6.731, 0.152], [-0.141, 6.008, 2.182], [-0.277, 3.616, 2.748], [3.476, 0.308, 0.550], [4.452, -0.387, 0.900], [4.395, -1.770, 1.241], [5.587, -2.434, 1.575], [5.538, -3.765, 1.881], [4.334, -4.480, 1.868], [3.162, -3.843, 1.543], [3.173, -2.479, 1.225], [2.045, -1.894, 0.932], [6.786, -4.467, 2.232], [6.700, -5.648, 2.490], [7.807, -3.811, 2.231], [5.419, 0.122, 0.932], [6.532, -1.908, 1.589], [4.351, -5.531, 2.119], [2.219, -4.371, 1.530], [-0.275, -0.923, -0.265], [-1.711, -0.475, -0.643], [-2.765, -0.811, 0.754], [-4.151, -0.787, 0.594], [-4.972, -1.042, 1.678], [-4.411, -1.329, 2.917], [-3.034, -1.363, 3.075], [-2.205, -1.104, 1.994], [-2.258, -1.437, -2.038], [-1.905, -2.786, -2.095], [-2.364, -3.568, -3.139], [-3.178, -3.011, -4.118], [-3.533, -1.672, -4.060], [-3.073, -0.879, -3.020], [-1.784, 1.255, -1.063], [-1.092, 1.690, -2.197], [-1.105, 3.031, -2.537], [-1.809, 3.936, -1.754], [-2.505, 3.506, -0.633], [-2.496, 2.164, -0.285], [-4.588, -0.581, -0.377], [-6.046, -1.024, 1.558], [-5.055, -1.532, 3.763], [-2.604, -1.593, 4.040], [-1.131, -1.132, 2.112], [-1.270, -3.215, -1.330], [-2.089, -4.612, -3.192], [-3.536, -3.626, -4.933], [-4.164, -1.242, -4.826], [-3.340, 0.170, -2.980], [-0.548, 0.984, -2.814], [-0.565, 3.370, -3.411], [-1.816, 4.985, -2.021], [-3.054, 4.215, -0.028], [-3.027, 1.830, 0.598]]}

Stability summary - winner: b; margin: 0.0405 hartree.

## a
{"formula": "C10H13N3", "method": "ωB97M-V/def2-TZVPD", "lumo_energy_ev": [0.77, 0.77], "gap_ev": [8.64, 8.64], "homo_energy_ev": [-7.87, -7.87], "species": ["C", "C", "C", "C", "C", "C", "C", "C", "C", "C", "N", "N", "N", "H", "H", "H", "H", "H", "H", "H", "H", "H", "H", "H", "H", "H"], "coordinates": [[0.122, -1.585, 0.156], [1.006, -2.307, 0.876], [0.047, -0.327, 0.848], [-1.831, 0.505, -1.822], [-1.900, 0.168, -0.516], [-0.488, 1.116, -2.170], [-0.893, 0.670, 0.382], [-0.006, 1.355, -3.570], [-1.261, 1.650, 1.464], [2.407, -2.111, 2.833], [0.838, -0.380, 1.930], [0.201, 1.563, -1.206], [1.475, -1.516, 1.869], [-0.405, -1.752, -0.773], [1.371, -3.357, 0.922], [-2.506, 0.166, -2.538], [-2.776, -0.309, -0.072], [0.554, 0.397, -3.784], [0.591, 2.224, -3.698], [-0.802, 1.436, -4.377], [-1.467, 0.976, 2.204], [-2.156, 2.133, 1.170], [-0.380, 2.130, 1.916], [2.460, -3.136, 2.663], [3.402, -1.650, 2.845], [1.974, -2.070, 3.774]]}

## b
{"formula": "C10H13N3", "method": "ωB97M-V/def2-TZVPD", "smiles": "c1ccc(N2C[C@@H]3C[C@H]2CN3)nc1", "lumo_energy_ev": 0.78, "gap_ev": 8.39, "homo_energy_ev": -7.61, "species": ["C", "C", "C", "C", "C", "C", "C", "C", "C", "C", "H", "H", "H", "H", "H", "H", "H", "H", "H", "H", "H", "H", "H", "N", "N", "N"], "coordinates": [[-2.102, -0.232, -1.022], [-2.100, 1.046, 0.843], [-2.216, -0.373, 1.313], [-1.124, -0.787, 0.207], [-0.626, 1.264, 1.066], [0.985, -0.214, -0.141], [2.102, 0.673, 0.097], [3.367, 0.104, -0.065], [3.721, -1.243, -0.592], [2.410, -1.634, -1.454], [-2.972, -0.582, -1.331], [-1.561, -0.256, -2.107], [-2.011, 2.109, -1.175], [-2.868, 1.600, 1.623], [-1.713, -0.365, 2.214], [-3.374, -0.687, 1.150], [-1.132, -1.934, -0.033], [-0.312, 1.542, 2.126], [-0.324, 2.111, 0.524], [2.019, 1.630, 0.685], [4.201, 0.625, 0.202], [4.663, -2.061, -0.697], [2.324, -2.555, -2.168], [-2.345, 1.229, -0.558], [-0.080, 0.109, 0.538], [1.071, -1.117, -1.244]]}

Stability summary - winner: a; margin: 0.1246 hartree.

## a
{"formula": "C4H6FN", "method": "ωB97M-V/def2-TZVPD", "lumo_energy_ev": 0.88, "gap_ev": 10.36, "homo_energy_ev": -9.47, "species": ["C", "C", "C", "C", "N", "F", "H", "H", "H", "H", "H", "H"], "coordinates": [[-0.528, 0.823, -0.479], [3.058, 1.272, -0.110], [1.917, 0.782, 0.342], [-2.136, -1.135, -0.803], [-1.246, -0.088, -0.649], [1.509, -0.418, -0.067], [3.580, 0.943, -1.109], [3.412, 2.173, 0.318], [1.517, 1.080, 1.311], [-2.469, -1.610, 0.046], [-1.700, -1.948, -1.412], [-3.051, -0.867, -1.391]]}

## b
{"formula": "C4H6FN", "method": "ωB97M-V/def2-TZVPD", "lumo_energy_ev": 0.10, "gap_ev": 8.77, "homo_energy_ev": -8.67, "species": ["C", "C", "C", "C", "N", "F", "H", "H", "H", "H", "H", "H"], "coordinates": [[-0.139, -2.318, -1.806], [0.287, -1.572, -0.972], [0.630, 1.393, -0.124], [0.083, 0.256, 0.731], [-1.126, 0.335, 1.269], [0.946, -0.255, 1.633], [-0.059, -3.216, -2.454], [1.456, 0.999, -0.666], [-0.052, 1.887, -0.786], [1.027, 2.136, 0.576], [-1.826, 0.618, 0.518], [-1.227, -0.262, 2.081]]}

Stability summary - winner: a; margin: 0.0767 hartree.